One molecule with the formula C18H24N2O4S, computed with ωB97M-V/def2-TZVPD.

Properties
Energy above the lowest of the compared OMol25 structures with the same formula, charge and spin (eV): 2.3443
Structure (SMILES): CCCN(CCC)S(=O)(=O)c1ccc(C(=O)NCc2ccco2)cc1
Orbital gap (eV): 9.1
HOMO (hartree): -0.3268

```
! wB97M-V def2-TZVPD RIJCOSX def2/J DEFGRID3
* xyz 0 1
C -0.46861 1.79886 -2.39079
C -0.67982 3.20959 -1.85651
H 0.01176 3.40937 -1.03939
H -0.47676 3.93265 -2.64951
C -2.10713 3.44559 -1.36954
N -2.46354 2.56419 -0.27008
S -1.60851 2.90753 1.14569
O -1.12143 4.25888 1.12845
O -2.40152 2.49153 2.26588
C -0.19855 1.79725 1.05424
C -0.42058 0.43566 0.98124
C 0.65723 -0.43083 0.91824
C 1.95571 0.07212 0.93885
C 2.16206 1.44386 1.05748
C 1.08403 2.30898 1.11010
H 1.21520 3.37598 1.20164
H 3.17558 1.81102 1.11106
C 3.16242 -0.81353 0.89630
O 4.18734 -0.54363 1.48680
N 3.02720 -1.91578 0.12141
H 2.16629 -2.08476 -0.37301
C 4.06077 -2.92928 0.03380
C 3.53442 -4.26979 0.42367
C 3.25328 -5.38088 -0.31776
C 2.74442 -6.34359 0.58804
C 2.74759 -5.74224 1.80765
O 3.22113 -4.49043 1.71821
H 2.45034 -6.08650 2.77815
H 2.42373 -7.33861 0.35827
H 3.39918 -5.50248 -1.37165
H 4.45728 -2.98081 -0.98530
H 4.85160 -2.60810 0.71881
H 0.48023 -1.49637 0.88698
H -1.43319 0.06714 0.98280
C -3.89178 2.36453 -0.04850
C -4.19405 0.91360 0.32024
C -3.85129 -0.04538 -0.81330
H -4.00139 -1.07664 -0.50197
H -2.81573 0.08406 -1.11659
H -4.48505 0.14637 -1.67681
H -3.63273 0.66700 1.22140
H -5.25646 0.83681 0.55945
H -4.24225 3.02090 0.75488
H -4.42434 2.62641 -0.96547
H -2.80087 3.25044 -2.19130
H -2.20813 4.49474 -1.06155
H -1.13792 1.60453 -3.22613
H 0.55622 1.67376 -2.73249
H -0.66337 1.06628 -1.61210
*
```

A 4-piece molecular cluster, C42H59ClF24N3O6S overall, computed with ωB97M-V/def2-TZVPD.

Properties
Orbital gap (eV): 8.6
HOMO (hartree): -0.4153

```
! wB97M-V def2-TZVPD RIJCOSX def2/J DEFGRID3
* xyz 1 1
C 0.37906 6.31410 5.55924
C 0.74702 6.15852 3.97792
O -0.19375 5.22577 3.38325
C 0.48841 4.34484 2.43026
C -0.60041 3.70406 1.40131
C -1.58272 2.83513 2.37280
C 0.17567 2.70175 0.36662
S 1.50320 3.61236 -0.63053
C 1.00477 1.53984 1.16274
C 1.84287 0.57907 0.14749
C 1.59751 -0.99264 0.41864
N 1.73721 -1.39546 1.84719
C 0.49279 -1.97760 2.41997
C -0.08686 -1.05362 3.62450
C 0.79794 -0.46179 4.75850
C 0.20709 0.45909 5.87042
C -1.30470 0.79160 5.80971
C -2.26442 0.21272 4.71267
C -1.61386 -0.71019 3.61955
O -2.53171 -1.21188 2.61962
N -0.74810 1.96769 -0.55445
C -1.98187 2.71280 -0.96045
C -2.39877 2.12754 -2.42684
C -3.24446 0.76810 -2.11138
C -4.79352 1.10957 -1.72392
C -5.09940 0.84505 -0.14840
C -6.19321 1.83984 0.46722
N -5.98120 3.28542 0.13181
C -1.85476 4.30849 -0.93905
C -3.13607 5.08772 -1.50767
C -1.40087 4.83088 0.55310
Cl -3.00572 5.33681 1.36712
C -0.58662 6.19701 0.31599
C -1.09122 7.41763 1.26208
O -1.48705 8.50202 0.73588
H -0.28441 5.44159 5.88410
H -0.14438 7.30155 5.79437
H 1.36949 6.26289 6.15122
H 1.84214 5.83020 3.86116
H 0.67526 7.21270 3.52739
H 1.34763 4.87441 1.89874
H 0.97643 3.52767 3.09179
H -2.40045 2.28050 1.80118
H -0.99236 2.02300 2.95019
H -2.04679 3.49309 3.20085
H 2.54246 3.72330 0.30755
H 1.79801 2.00553 1.85495
H 0.26984 0.85328 1.70458
H 2.96797 0.77702 0.31969
H 1.64967 0.79494 -0.95602
H 0.62401 -1.31595 -0.08356
H 2.44771 -1.54117 -0.15863
H 2.11017 -0.61750 2.40411
H 0.65005 -3.05531 2.81329
H -0.37876 -2.05925 1.67280
H 1.91505 -0.74317 4.71559
H 0.92085 0.86966 6.66933
H -1.71496 1.49816 6.61777
H -3.36673 0.48597 4.69475
H -2.75078 -0.50262 1.97834
H -1.05375 1.10771 -0.04690
H -0.21489 1.72780 -1.40730
H -2.88753 2.45219 -0.28897
H -3.11752 2.81159 -2.98610
H -1.49929 1.94737 -3.10715
H -2.76625 0.28046 -1.18779
H -3.30643 0.07385 -3.01728
H -5.53199 0.42274 -2.28661
H -5.02468 2.20956 -1.99390
H -4.16313 0.92401 0.50780
H -5.50707 -0.22553 0.01181
H -6.14820 1.76551 1.62205
H -7.28280 1.56244 0.19968
H -6.46863 3.85659 0.85283
H -6.55425 3.44919 -0.72106
H -0.97522 4.58470 -1.64320
H -4.13876 4.60972 -1.23826
H -3.10073 6.21982 -1.28033
H -3.06107 5.02413 -2.66259
H -0.84306 6.55356 -0.75478
H 0.54800 6.09807 0.34251
H -1.16411 7.35560 2.39804
C 6.88079 -2.27763 -1.19384
C 5.34927 -2.13269 -1.30431
C 4.53790 -3.38848 -0.98547
F 4.80812 -4.40611 -1.82062
F 3.20701 -3.13327 -1.11744
F 5.03649 -1.64982 -2.53040
F 4.97646 -1.16161 -0.41487
O 7.59955 -2.50569 -2.41184
C 7.70307 -3.84188 -2.86258
C 7.00883 -4.06356 -4.21102
F 5.69139 -3.76365 -4.14874
F 7.09738 -5.35897 -4.59083
F 7.26653 -4.67872 -1.90194
F 9.02578 -4.08667 -2.99472
H 7.25095 -1.30736 -0.84913
H 7.17786 -2.97858 -0.40905
H 4.71366 -3.72472 0.04084
H 7.45937 -3.44115 -4.98809
C -3.34030 -5.71499 3.80099
C -2.26006 -6.33979 4.70860
C -0.81277 -5.98754 4.36435
F -0.45845 -6.40696 3.13445
F 0.04086 -6.58955 5.23054
F -2.43880 -7.68119 4.74732
F -2.50267 -5.89333 5.97629
O -3.86572 -6.53907 2.75162
C -3.14823 -6.57463 1.53541
C -2.59848 -7.96887 1.21588
F -1.76502 -8.40898 2.18244
F -1.88751 -7.95355 0.06280
F -2.19475 -5.62185 1.54343
F -4.02943 -6.20945 0.57456
H -4.20436 -5.53056 4.44622
H -3.05548 -4.72469 3.43470
H -0.64150 -4.90819 4.42744
H -3.40997 -8.69381 1.11525
C 2.63151 -1.37105 -5.38004
C 1.40685 -0.44483 -5.53265
C 0.09711 -1.12712 -5.92882
F 0.17013 -1.73074 -7.12718
F -0.90201 -0.21000 -6.02514
F 1.71350 0.55487 -6.39196
F 1.20921 0.15479 -4.31561
O 3.52990 -1.44288 -6.49369
C 3.21248 -2.35712 -7.52421
C 2.93769 -1.66384 -8.86291
F 1.90818 -0.79351 -8.77089
F 2.60252 -2.56734 -9.81304
F 2.20202 -3.15372 -7.12701
F 4.29209 -3.16213 -7.65023
H 3.23933 -0.93779 -4.57972
H 2.36109 -2.36411 -5.01056
H -0.20415 -1.86902 -5.18265
H 3.81680 -1.11076 -9.20279
*
```

A 2-piece molecular cluster, C26H37N2 overall, computed with ωB97M-V/def2-TZVPD.

Properties
Energy above the lowest of the compared OMol25 structures with the same formula, charge and spin (eV): 0.2804
Orbital gap (eV): 6.2
HOMO (hartree): -0.3939

```
! wB97M-V def2-TZVPD RIJCOSX def2/J DEFGRID3
* xyz 1 1
C -0.59558 -0.21193 -4.01720
C -0.24829 -0.17910 -2.54249
N -1.09063 -0.77733 -1.52460
C -2.31786 -0.03750 -1.16088
C -3.39800 0.13096 -2.21983
C -1.28988 -2.23600 -1.48658
C -0.79874 -3.07411 -2.64682
H 0.20772 0.31950 -4.54262
H -0.64022 -1.23292 -4.39841
H -1.53941 0.29903 -4.21929
H 0.74377 -0.62432 -2.41162
H -0.14242 0.87447 -2.24834
H -2.74015 -0.56779 -0.29273
H -2.01225 0.94779 -0.79148
H -4.22198 0.69799 -1.76781
H -3.03419 0.68923 -3.08758
H -3.78341 -0.83830 -2.55628
H -0.85457 -2.62937 -0.55365
H -2.37223 -2.38043 -1.36553
H -1.00694 -4.12811 -2.41508
H -1.35315 -2.82824 -3.56100
H 0.28158 -2.97646 -2.82786
C 1.93272 3.74062 0.87939
C 0.47169 3.60790 0.44369
C -0.28873 4.87274 0.86284
C 0.42615 3.44753 -1.07191
C -0.14968 2.38495 1.11816
N -1.07356 2.51339 2.08812
C -1.39231 1.27865 2.65852
C -0.66391 0.29793 1.97918
C -0.87147 -1.04128 2.30154
C -1.77136 -1.36563 3.33146
C -2.48161 -0.35333 4.01064
C -2.30832 0.99784 3.65921
C 0.16639 0.99542 0.98809
C 1.01863 0.35207 0.08458
C 1.80267 -0.81369 0.39019
C 2.10495 -1.19567 1.72538
C 2.75273 -2.39166 2.01035
C 3.12317 -3.25216 0.96602
C 3.70486 -4.59888 1.24728
C 2.96838 -2.82973 -0.35694
C 2.37225 -1.61110 -0.64879
H 2.50973 2.84703 0.62073
H 2.39071 4.59885 0.37046
H 2.01657 3.90835 1.95954
H -1.35466 4.81863 0.60757
H -0.17632 5.08719 1.93463
H 0.12811 5.73477 0.32544
H -0.56913 3.13261 -1.41097
H 0.66936 4.40537 -1.55232
H 1.16459 2.71635 -1.41164
H -1.48649 3.38246 2.38672
H -0.30415 -1.81091 1.78100
H -1.91306 -2.40859 3.60321
H -3.18049 -0.63063 4.79544
H -2.87090 1.80049 4.12171
H 1.26330 0.86217 -0.84927
H 1.83345 -0.50619 2.53440
H 2.95939 -2.65257 3.05072
H 3.93347 -5.09814 0.30252
H 4.62293 -4.53883 1.84219
H 3.00173 -5.23370 1.79781
H 3.35012 -3.45480 -1.16602
H 2.37493 -1.23288 -1.67315
*
```

C22H26N4O2 as an isolated structure, computed with ωB97M-V/def2-TZVPD.

Properties
Energy above the lowest of the compared OMol25 structures with the same formula, charge and spin (eV): 23.4621
Orbital gap (eV): 8.1
HOMO (hartree): -0.3073

```
! wB97M-V def2-TZVPD RIJCOSX def2/J DEFGRID3
* xyz 0 1
O -0.89010 -1.46035 3.38446
C -0.98008 -0.85141 2.27064
N -0.03779 0.00208 1.64059
H -0.39186 0.34245 0.77483
C 1.18446 -0.16490 1.98831
H 1.79124 -0.49439 1.44732
H 1.13020 -0.70706 3.22337
C 1.52044 1.49484 2.30786
C 1.44250 2.29701 1.06919
C 0.37254 2.87662 0.75146
C 0.26788 3.78527 -0.43671
N 1.26468 3.73189 -1.36902
C 2.50032 2.84432 -0.99437
C 2.61558 2.42248 0.35052
H 3.51064 1.83201 0.45141
H 3.23953 3.06353 -1.44502
H -0.52118 3.94504 -0.74964
H -0.58332 2.85940 1.46691
H 0.94811 1.99033 3.09810
H 2.51781 1.53928 2.96947
C -2.53532 -0.82972 1.48171
H -3.15252 0.15380 2.06665
H -3.04558 -1.59070 1.96524
C -2.47159 -0.80893 0.20912
N -1.93430 0.56880 -0.77791
C -2.90670 1.40725 -0.60834
H -2.56612 2.14256 -0.96419
C -4.10816 1.09688 -1.52780
N -4.61180 -0.44331 -1.01688
C -3.73547 -1.36208 -0.42210
O -4.15605 -2.34560 -0.36704
H -5.44580 -0.77853 -1.60746
H -4.97224 1.64325 -1.35518
H -3.85844 0.83657 -2.57241
H -3.39569 1.47708 0.42033
C -1.18686 0.40032 -1.77182
C 0.22753 -0.14193 -1.69504
C 0.70112 -1.35948 -1.28772
C 2.05193 -1.68618 -1.17116
C 3.00177 -0.68401 -1.17090
C 4.47451 -1.24516 -0.71567
C 4.51094 -2.37174 -0.16159
C 3.52298 -3.41132 -0.29967
C 2.29528 -3.15877 -0.69936
H 1.43857 -3.67917 -0.73700
H 3.97124 -4.43129 0.02142
H 5.73093 -2.82822 -0.05187
H 5.32911 -0.59533 -0.90897
H 2.95832 0.27005 -1.75752
H -0.06361 -2.14610 -1.78217
H 0.84256 0.73449 -1.26846
H -1.67727 -0.54199 -2.47004
H -1.06988 1.19946 -2.46447
H -1.62166 -1.72498 -0.12848
*
```

How do the records compare in E_tot? In the order shown, they have -41060.446 -149827.351 -30536.448 -33269.643 eV.